# 1
Computed, not measured: a molecular structure, C51H50N7O5P2SY, with wB97M-V/def2-TZVPD.

The geometry in XYZ format:
```
117
Properties=species:S:1:pos:R:3:forces:R:3:lowdin_charge:R:1
Y -0.681 -0.891 -0.317 0.144 -1.191 1.281 1.276
C 2.660 -6.723 3.597 -0.047 -0.053 -0.104 -0.053
C 2.334 -5.571 2.696 0.551 0.020 -0.079 -0.278
C 3.283 -4.967 1.921 -0.308 -0.082 0.284 -0.005
C 3.025 -3.829 1.107 -0.488 0.101 0.036 -0.100
C 4.150 -3.408 0.386 0.393 0.496 -0.341 -0.008
N 4.487 -2.261 -0.185 -0.001 -0.912 0.091 0.074
C 3.916 -0.964 0.063 -0.288 0.636 0.320 -0.173
C 4.552 -0.338 1.313 -0.122 0.054 -0.173 -0.124
C 3.855 0.972 1.694 0.717 -0.069 -0.184 -0.153
N 2.546 0.718 2.225 -0.607 -0.006 0.374 0.095
C 2.199 0.914 3.468 0.254 -0.038 -0.434 -0.004
C 0.915 0.701 3.979 -0.728 -0.269 -0.152 -0.132
C 0.640 1.056 5.320 -0.150 -0.076 -0.271 0.005
C -0.628 1.002 5.834 0.183 0.046 0.184 -0.278
C -0.963 1.387 7.243 -0.002 0.094 -0.058 -0.055
C -1.665 0.583 4.987 0.347 -0.093 -0.476 0.024
C -1.462 0.177 3.685 0.434 0.233 0.221 -0.118
C -2.605 -0.303 2.948 -0.476 -0.211 -0.157 -0.106
N -2.629 -0.740 1.755 0.332 0.361 0.022 0.027
C -3.883 -1.316 1.339 -0.715 -0.306 0.043 -0.236
C -3.776 -2.843 1.364 0.158 0.252 -0.154 -0.150
C -2.731 -3.396 0.395 -0.671 -0.214 0.048 -0.223
N -1.368 -3.059 0.767 0.487 -0.408 0.370 -0.024
C -0.755 -3.962 1.420 -0.747 -0.006 -0.240 -0.093
C 0.653 -4.087 1.722 0.563 -0.081 0.279 -0.096
C 1.010 -5.138 2.541 -0.062 0.584 -0.478 0.025
C 1.659 -3.295 1.028 0.254 0.051 -0.023 -0.267
O 1.361 -2.289 0.353 -0.169 -0.104 -0.013 -0.080
C -0.136 0.191 3.113 0.004 0.097 0.612 -0.298
O 0.106 -0.213 1.949 0.017 0.006 -0.305 -0.120
H 3.720 -6.741 3.835 0.071 -0.052 0.063 0.075
H 2.403 -7.666 3.114 -0.003 -0.133 0.053 0.084
H 2.095 -6.658 4.524 0.005 -0.034 0.131 0.078
H 4.302 -5.327 1.967 0.116 -0.101 -0.008 0.117
H 4.927 -4.164 0.286 -0.015 0.067 -0.004 0.139
H 5.371 -2.252 -0.675 -0.087 -0.150 0.063 0.156
H 2.836 -1.083 0.194 0.276 0.036 -0.138 0.081
H 4.101 -0.332 -0.808 -0.064 -0.065 0.033 0.122
H 5.611 -0.136 1.135 0.016 -0.004 0.014 0.117
H 4.475 -1.041 2.147 0.047 -0.003 0.027 0.119
H 3.766 1.603 0.806 -0.020 0.076 0.134 0.114
H 4.448 1.498 2.448 -0.106 0.011 -0.062 0.127
H 1.798 0.387 1.590 0.031 0.062 0.117 0.106
H 2.959 1.304 4.144 0.074 -0.011 -0.110 0.146
H 1.467 1.388 5.933 0.056 0.071 0.128 0.121
H -0.078 1.422 7.872 0.073 -0.008 0.088 0.075
H -1.669 0.675 7.666 -0.007 -0.014 0.148 0.078
H -1.431 2.370 7.263 -0.054 0.084 0.111 0.083
H -2.672 0.576 5.388 -0.130 -0.085 -0.026 0.124
H -3.533 -0.308 3.549 0.079 -0.048 -0.180 0.128
H -4.115 -0.986 0.327 -0.025 -0.018 0.122 0.077
H -4.706 -1.008 2.005 0.122 -0.018 -0.076 0.114
H -4.745 -3.263 1.091 -0.019 -0.016 0.038 0.117
H -3.525 -3.168 2.379 -0.096 -0.042 0.026 0.113
H -2.914 -2.984 -0.598 -0.010 -0.142 -0.006 0.091
H -2.856 -4.488 0.345 0.093 0.183 -0.057 0.120
H -1.311 -4.867 1.717 -0.052 0.184 -0.043 0.132
H 0.226 -5.683 3.054 -0.105 -0.053 -0.015 0.126
N -0.593 1.991 -2.323 -0.351 -0.195 -0.545 -0.365
P -1.221 2.043 -0.754 0.216 1.097 -0.104 0.933
C -2.489 3.363 -0.989 -0.008 -0.441 0.172 -0.341
C -2.099 4.660 -1.309 0.015 0.005 0.016 -0.090
C -3.047 5.642 -1.521 0.042 0.103 -0.097 -0.082
C -4.394 5.337 -1.421 -0.072 0.008 0.007 -0.091
C -4.789 4.048 -1.106 -0.201 0.057 -0.038 -0.083
C -3.841 3.062 -0.890 0.090 -0.068 0.034 -0.097
C -0.056 3.074 0.230 -0.147 -0.234 0.132 -0.365
C 1.029 3.790 -0.257 -0.201 -0.120 -0.062 -0.113
C 1.875 4.446 0.619 0.139 0.129 0.028 -0.081
C 1.643 4.402 1.985 0.034 0.039 0.095 -0.096
C 0.537 3.725 2.475 0.007 0.033 0.145 -0.094
C -0.301 3.062 1.599 -0.090 0.077 -0.098 -0.107
P -0.532 0.329 -2.985 0.529 1.234 0.021 0.973
C -1.553 0.639 -4.480 -0.273 -0.093 0.145 -0.319
C -1.236 0.040 -5.698 -0.011 -0.026 -0.078 -0.090
C -2.065 0.188 -6.795 0.090 -0.045 -0.087 -0.077
C -3.217 0.955 -6.707 -0.077 0.069 0.101 -0.092
C -3.532 1.569 -5.507 -0.112 0.086 -0.147 -0.102
C -2.712 1.404 -4.402 0.187 0.066 0.142 -0.137
C 1.126 0.394 -3.748 -0.033 -0.151 -0.014 -0.354
C 1.483 1.404 -4.630 0.015 -0.074 0.089 -0.086
C 2.725 1.389 -5.239 0.096 0.173 -0.105 -0.082
C 3.624 0.372 -4.959 0.076 0.001 -0.007 -0.094
C 3.281 -0.620 -4.054 0.166 -0.086 0.028 -0.088
C 2.038 -0.609 -3.446 -0.092 -0.029 -0.111 -0.105
H -0.901 2.736 -2.944 0.179 -0.069 0.107 0.053
H -1.047 4.902 -1.376 0.035 0.066 -0.008 0.095
H -2.738 6.647 -1.769 0.042 0.090 -0.013 0.102
H -5.133 6.107 -1.588 -0.089 0.050 -0.008 0.100
H -5.840 3.815 -1.036 -0.106 -0.072 0.026 0.102
H -4.142 2.053 -0.645 -0.078 -0.115 -0.013 0.093
H 1.223 3.810 -1.319 0.056 -0.050 -0.138 0.104
H 2.716 5.003 0.234 0.114 0.007 -0.043 0.105
H 2.319 4.899 2.666 0.031 0.101 0.045 0.096
H 0.329 3.707 3.537 0.011 0.003 0.070 0.102
H -1.168 2.526 1.969 -0.015 -0.050 0.096 0.100
H -0.348 -0.567 -5.773 0.015 -0.048 -0.042 0.103
H -1.823 -0.313 -7.724 0.063 0.024 -0.011 0.100
H -3.869 1.063 -7.564 -0.002 0.012 -0.008 0.098
H -4.434 2.159 -5.422 -0.038 0.018 0.040 0.102
H -2.994 1.860 -3.461 -0.048 0.032 0.012 0.081
H 0.777 2.194 -4.853 -0.015 0.025 -0.069 0.109
H 2.990 2.167 -5.942 0.021 0.026 -0.008 0.100
H 4.589 0.356 -5.449 0.022 -0.009 0.006 0.097
H 3.985 -1.413 -3.836 0.027 -0.056 0.021 0.095
H 1.748 -1.385 -2.746 0.047 -0.057 -0.057 0.100
O -0.672 -1.805 -3.787 -0.016 -0.335 -0.464 -0.131
C -0.933 -2.664 -2.940 -0.494 -0.755 -1.228 -0.531
O -0.517 -2.715 -1.764 0.286 0.348 1.098 -0.170
H -1.602 -3.503 -3.272 0.284 0.262 0.171 0.144
O 2.914 1.662 -1.358 0.631 0.547 -0.501 0.074
C 1.951 1.082 -0.994 0.401 0.043 0.343 -0.579
N 1.047 0.489 -0.523 0.405 -0.181 0.085 -0.043
S -4.889 -0.736 -2.983 -1.018 -0.126 -0.656 0.607
C -3.584 -0.713 -2.091 0.765 0.004 1.062 -0.992
N -2.666 -0.698 -1.349 -1.065 -0.042 -0.672 -0.124
```
Positions in Å, forces in eV/Å.

Its energy above the lowest of the compared OMol25 structures with the same formula, charge and spin is 87.8 kJ/mol. As for the LUMO energy: -0.9 eV. For the HOMO energy, the calculation gives -6.9 eV. Its HOMO-LUMO gap is 6.01 eV. As for the net charge: 0.

=====

# 2
Computed, not measured: a molecular structure, C51H51F12IN4O2P2PbSSi, with wB97M-V/def2-TZVPD.

The geometry in XYZ format:
```
126
Properties=species:S:1:pos:R:3:forces:R:3:lowdin_charge:R:1
Pb 0.132 0.078 0.677 0.223 -0.229 -0.296 1.231
C 0.151 6.841 1.033 0.004 0.129 0.009 -0.061
C 0.459 5.417 1.401 0.074 -0.059 -0.007 -0.278
C 1.748 4.910 1.303 -0.071 0.001 -0.003 -0.050
C 1.992 3.587 1.595 -0.001 -0.030 -0.012 -0.078
C 0.987 2.701 2.009 -0.109 -0.030 -0.069 -0.284
N 1.259 1.336 2.169 0.194 -0.003 0.121 -0.086
C 2.345 0.893 2.878 -0.110 -0.107 -0.013 -0.216
C 3.173 1.786 3.597 -0.017 0.032 -0.050 -0.032
C 4.380 1.416 4.149 0.035 -0.024 0.024 -0.063
C 4.832 0.108 4.065 -0.067 0.057 -0.044 -0.293
C 6.164 -0.320 4.614 0.120 -0.021 0.024 -0.075
C 3.944 -0.813 3.528 0.083 -0.117 0.125 -0.011
C 2.697 -0.495 3.000 -0.054 0.159 0.076 -0.054
C 1.685 -1.660 2.849 0.157 0.040 -0.144 -0.381
O 0.494 -1.401 2.265 -0.158 -0.121 0.296 -0.327
C 2.282 -2.852 2.023 0.037 -0.261 -0.132 -0.510
F 1.370 -3.852 1.913 0.310 0.212 0.016 0.118
F 3.408 -3.458 2.489 -0.278 0.168 -0.170 0.110
F 2.559 -2.428 0.777 -0.051 -0.106 0.262 0.128
C 1.364 -2.152 4.298 -0.048 -0.117 0.224 -0.514
F 2.399 -2.809 4.896 -0.276 0.135 -0.054 0.118
F 1.043 -1.124 5.101 0.035 -0.250 -0.204 0.156
F 0.321 -3.008 4.320 0.218 0.130 0.037 0.134
C -0.336 3.203 2.090 0.099 0.030 0.008 -0.055
C -0.549 4.548 1.787 -0.096 0.046 0.061 0.006
C -1.521 2.254 2.389 0.010 0.071 -0.225 -0.351
O -1.537 1.142 1.600 -0.292 -0.027 0.331 -0.337
C -1.528 1.884 3.904 -0.028 -0.061 0.299 -0.519
F -0.397 1.310 4.312 -0.126 0.084 -0.074 0.168
F -2.525 1.028 4.216 0.093 0.142 -0.082 0.138
F -1.707 2.982 4.690 0.038 -0.146 -0.139 0.123
C -2.904 2.921 2.065 -0.189 0.059 -0.039 -0.525
F -2.947 3.309 0.776 -0.008 -0.044 0.285 0.141
F -3.921 2.051 2.235 0.239 0.217 -0.032 0.134
F -3.231 4.013 2.815 0.013 -0.250 -0.170 0.107
H 1.067 7.433 0.984 0.005 0.012 -0.002 0.067
H -0.516 7.311 1.759 -0.012 -0.011 0.016 0.070
H -0.333 6.907 0.056 -0.008 -0.031 -0.025 0.076
H 2.560 5.535 0.950 0.047 0.036 -0.031 0.105
H 2.986 3.193 1.450 0.090 -0.054 0.018 0.098
H 2.856 2.811 3.703 -0.018 0.051 -0.047 0.101
H 4.978 2.169 4.653 0.016 -0.003 0.012 0.101
H 6.784 0.548 4.846 -0.003 0.015 0.009 0.062
H 6.717 -0.933 3.898 -0.010 -0.007 -0.011 0.070
H 6.065 -0.907 5.532 -0.029 -0.013 0.003 0.069
H 4.225 -1.854 3.591 0.009 0.031 -0.011 0.110
H -1.547 4.957 1.840 0.015 0.007 0.003 0.107
C -0.401 -1.295 -2.876 0.128 0.003 -0.087 -0.319
P -2.133 -0.698 -3.018 -0.138 -0.099 0.100 1.030
C -3.048 -2.320 -3.029 0.037 -0.051 0.094 -0.375
N -3.529 -2.797 -4.144 -0.213 -0.028 0.036 0.114
C -4.364 -3.879 -4.075 0.079 0.139 -0.127 -0.214
C -4.907 -4.413 -5.264 0.010 0.034 0.029 -0.024
C -5.776 -5.466 -5.207 -0.015 -0.031 -0.012 -0.099
C -6.136 -6.031 -3.964 0.007 0.020 0.005 -0.099
C -5.610 -5.533 -2.804 0.027 0.037 0.013 -0.024
C -4.707 -4.449 -2.846 0.022 -0.044 0.218 -0.215
N -4.145 -3.994 -1.683 0.043 -0.071 -0.095 0.138
C -3.324 -2.987 -1.754 0.053 0.089 -0.217 -0.381
P -2.368 -2.398 -0.280 0.124 0.170 0.126 0.996
C -1.271 -3.855 -0.089 -0.040 -0.091 0.054 -0.243
C -3.529 -2.505 1.166 -0.094 0.043 0.039 -0.729
C -2.734 -1.962 2.362 -0.089 0.024 0.107 -0.107
C -4.675 -1.532 0.878 -0.074 -0.024 -0.047 -0.104
C -4.075 -3.888 1.512 0.027 -0.018 0.053 -0.106
C -2.199 -0.132 -4.803 0.123 0.069 -0.045 -0.744
C -1.418 1.191 -4.801 0.048 -0.018 -0.063 -0.141
C -1.558 -1.070 -5.823 0.049 -0.025 -0.066 -0.106
C -3.643 0.187 -5.198 -0.011 0.014 0.073 -0.121
H -0.172 -2.138 -3.527 -0.011 -0.011 -0.012 0.042
H -0.186 -1.570 -1.846 -0.038 -0.042 0.014 -0.041
H 0.277 -0.471 -3.112 -0.045 -0.023 0.000 0.003
H -4.615 -3.955 -6.201 -0.010 -0.001 -0.028 0.109
H -6.196 -5.873 -6.119 0.005 0.000 -0.004 0.094
H -6.826 -6.864 -3.934 -0.010 -0.013 -0.003 0.093
H -5.851 -5.946 -1.833 -0.025 -0.028 0.002 0.109
H -1.815 -4.799 -0.034 -0.035 0.004 -0.019 0.036
H -0.682 -3.710 0.816 0.011 0.011 0.029 0.023
H -0.571 -3.894 -0.924 0.011 0.037 -0.043 0.043
H -2.401 -0.934 2.208 -0.006 -0.042 -0.056 0.046
H -1.862 -2.569 2.608 0.045 -0.014 -0.032 0.068
H -3.398 -1.952 3.233 0.020 -0.031 0.040 0.090
H -4.299 -0.522 0.703 0.036 0.013 -0.024 0.078
H -5.340 -1.491 1.746 -0.012 0.009 0.028 0.082
H -5.269 -1.844 0.015 -0.006 -0.013 -0.011 0.067
H -3.269 -4.585 1.749 0.024 -0.003 -0.005 0.070
H -4.673 -4.314 0.711 -0.008 0.018 -0.043 0.050
H -4.695 -3.798 2.410 -0.028 -0.008 0.010 0.076
H -1.472 1.637 -5.800 0.012 0.010 0.002 0.080
H -0.367 1.048 -4.556 0.056 -0.005 -0.001 0.040
H -1.822 1.903 -4.083 -0.082 0.062 0.058 0.066
H -0.491 -1.194 -5.631 0.014 0.008 0.016 0.073
H -1.660 -0.641 -6.825 0.003 0.034 -0.032 0.077
H -2.029 -2.050 -5.822 -0.010 0.005 -0.007 0.053
H -4.221 -0.715 -5.374 -0.049 -0.097 0.007 0.055
H -4.147 0.776 -4.426 0.031 -0.003 0.010 0.073
H -3.639 0.782 -6.117 -0.008 -0.018 -0.027 0.074
I 0.907 2.496 -1.707 0.061 0.344 -0.349 0.609
S 3.249 -2.332 -2.972 -0.109 0.301 0.176 0.498
C 3.001 -0.934 -2.180 0.048 -0.367 -0.142 -0.926
N 2.824 0.082 -1.617 0.111 -0.020 -0.045 -0.095
C 5.580 1.176 -5.691 0.012 -0.007 -0.051 -0.115
C 4.225 1.468 -5.667 -0.020 -0.017 -0.034 -0.099
C 3.586 1.705 -4.460 -0.014 0.037 -0.057 -0.106
C 4.281 1.663 -3.252 -0.159 0.013 -0.089 -0.290
C 5.640 1.366 -3.294 0.088 0.049 0.047 -0.095
C 6.285 1.124 -4.498 0.082 -0.034 -0.025 -0.104
Si 3.413 1.997 -1.613 -0.154 0.182 0.193 0.226
C 3.904 3.889 -1.491 0.146 -0.138 0.152 -0.351
C 3.418 4.951 -2.255 -0.076 -0.104 -0.074 -0.142
C 3.925 6.235 -2.131 -0.058 0.054 -0.025 -0.111
C 4.943 6.502 -1.225 0.030 0.056 0.029 -0.126
C 5.449 5.469 -0.455 0.005 -0.004 0.027 -0.112
C 4.934 4.185 -0.596 -0.078 0.060 0.045 -0.144
H 6.081 0.979 -6.631 0.009 0.005 -0.004 0.088
H 3.660 1.503 -6.591 0.001 -0.001 -0.006 0.094
H 2.524 1.924 -4.460 -0.050 -0.008 0.023 0.072
H 6.214 1.322 -2.376 -0.002 -0.011 0.049 0.102
H 7.342 0.887 -4.503 0.008 -0.005 -0.003 0.092
H 4.107 1.667 -0.345 -0.011 -0.088 -0.029 0.020
H 2.609 4.774 -2.955 -0.020 -0.013 -0.018 0.064
H 3.514 7.037 -2.733 -0.004 0.011 -0.019 0.090
H 5.326 7.510 -1.115 0.014 0.006 -0.004 0.086
H 6.234 5.661 0.268 0.016 0.002 0.003 0.091
H 5.327 3.396 0.037 0.032 -0.047 0.008 0.079
```
Positions in Å, forces in eV/Å.

Its energy above the lowest of the compared OMol25 structures with the same formula, charge and spin is 0.0 kJ/mol. As for the LUMO energy: 3.2 eV. For the HOMO energy, the calculation gives -2.2 eV. Its HOMO-LUMO gap is 5.42 eV. As for the net charge: -2.